Entry from the Open Molecules 2025 dataset: a single C5H10O2 molecule (the ωB97M-V functional and the def2-TZVPD basis).

```
17
C5H10O2 | the Open Molecules 2025 dataset | the ωB97M-V functional and the def2-TZVPD basis
C 1.975 1.126 -0.176
O 0.597 0.958 0.043
C 0.096 -0.285 -0.425
C 0.413 -1.465 0.531
O -0.713 -1.761 1.345
C -1.377 -0.382 -0.543
C -2.126 0.811 -0.137
H 2.584 0.412 0.400
H 2.231 1.013 -1.242
H 2.234 2.138 0.143
H 0.518 -0.489 -1.427
H 1.221 -1.176 1.211
H 0.734 -2.349 -0.038
H -1.419 -1.982 0.712
H -2.159 1.354 -1.103
H -3.166 0.595 0.126
H -1.642 1.483 0.581
```

Values from the calculation:
net charge	0
lowest unoccupied orbital energy	0.1	eV
frontier orbital gap	8.8	eV

Entry from the Open Molecules 2025 dataset: a molecular structure, C5H10O2 (the ωB97M-V functional and the def2-TZVPD basis).

```
17
C5H10O2 | the Open Molecules 2025 dataset | the ωB97M-V functional and the def2-TZVPD basis
O -0.371 -0.001 2.393
C -1.207 -0.696 1.487
C -1.076 -0.170 0.057
C 0.389 -0.060 -0.357
C 0.803 -0.044 -1.835
O 1.671 1.077 -1.623
C 1.091 1.309 -0.332
H 0.543 -0.208 2.159
H -2.227 -0.561 1.859
H -0.992 -1.777 1.503
H -1.556 0.814 -0.020
H -1.618 -0.843 -0.621
H 0.993 -0.808 0.173
H -0.014 0.196 -2.530
H 1.344 -0.923 -2.202
H 1.847 1.491 0.441
H 0.390 2.156 -0.354
```

Values from the calculation:
net charge	0
lowest unoccupied orbital energy	0.9	eV
frontier orbital gap	10.7	eV

Entry from the Open Molecules 2025 dataset: a single C5H10O2 molecule in a non-equilibrium geometry (the ωB97M-V functional and the def2-TZVPD basis).

```
17
C5H10O2 | the Open Molecules 2025 dataset | the ωB97M-V functional and the def2-TZVPD basis
C 1.197 0.625 0.731
C 0.440 -0.356 -0.328
C -0.895 0.239 -0.710
C -1.693 0.495 0.602
O -1.043 0.043 1.779
C 1.214 -1.154 -1.291
O 0.358 -1.812 -0.369
H 1.757 1.265 0.056
H 0.625 1.330 1.371
H 1.873 0.141 1.449
H -1.478 -0.405 -1.384
H -0.676 1.160 -1.257
H -2.657 -0.015 0.581
H -1.870 1.571 0.710
H -0.384 -0.608 1.501
H 2.262 -1.369 -1.083
H 0.970 -1.151 -2.359
```

Values from the calculation:
net charge	0
lowest unoccupied orbital energy	0.9	eV
frontier orbital gap	10.8	eV
SMILES string	C[C@@]1(CCO)CO1

Entry from the Open Molecules 2025 dataset: a single C5H10O2 molecule (the ωB97M-V functional and the def2-TZVPD basis).

```
17
C5H10O2 | the Open Molecules 2025 dataset | the ωB97M-V functional and the def2-TZVPD basis
C 2.260 -0.591 0.784
O 0.905 -0.776 0.458
C 0.562 -0.066 -0.712
C -0.935 -0.056 -0.937
C -1.893 -0.532 0.136
C -1.721 0.930 -0.116
O -1.052 1.762 0.780
H 2.924 -0.898 -0.040
H 2.476 -1.199 1.665
H 2.468 0.467 1.013
H 0.914 0.979 -0.604
H 1.088 -0.482 -1.583
H -1.237 -0.207 -1.970
H -2.817 -0.999 -0.195
H -1.464 -0.953 1.041
H -2.526 1.477 -0.596
H -0.174 1.396 0.939
```

Values from the calculation:
net charge	0
lowest unoccupied orbital energy	0.9	eV
frontier orbital gap	10.3	eV
SMILES string	COC[C@H]1C[C@H]1O

Entry from the Open Molecules 2025 dataset: a single C5H10O2 molecule (the ωB97M-V functional and the def2-TZVPD basis).

```
17
C5H10O2 | the Open Molecules 2025 dataset | the ωB97M-V functional and the def2-TZVPD basis
C 2.193 0.672 -0.021
C 0.840 0.096 -0.409
O 1.092 -1.159 -1.045
C -0.065 -0.204 0.802
C -1.535 0.200 0.694
C -2.252 -0.327 -0.519
O -1.749 -0.999 -1.395
H 2.129 1.730 0.266
H 2.613 0.110 0.821
H 2.872 0.577 -0.873
H 0.340 0.763 -1.128
H 0.232 -1.440 -1.399
H 0.058 -1.297 0.795
H 0.345 0.184 1.742
H -1.684 1.293 0.685
H -2.105 -0.146 1.571
H -3.325 -0.053 -0.587
```

Values from the calculation:
net charge	0
lowest unoccupied orbital energy	0.9	eV
frontier orbital gap	10.8	eV
SMILES string	C[C@@H](O)CCC=O

Entry from the Open Molecules 2025 dataset: a single C5H10O2 molecule in a non-equilibrium geometry (the ωB97M-V functional and the def2-TZVPD basis).

```
17
C5H10O2 | the Open Molecules 2025 dataset | the ωB97M-V functional and the def2-TZVPD basis
O -2.719 -0.400 -0.137
C -1.847 0.409 -0.272
O -1.959 1.674 0.233
C -0.501 0.193 -0.950
C 0.455 -0.646 -0.081
C 0.361 -0.279 1.409
C 1.886 -0.455 -0.588
H -2.883 1.952 0.243
H -0.707 -0.312 -1.893
H -0.091 1.192 -1.029
H 0.176 -1.700 -0.154
H 0.432 0.811 1.519
H -0.628 -0.562 1.754
H 1.190 -0.695 1.962
H 2.578 -0.784 0.192
H 2.177 -1.003 -1.483
H 2.079 0.605 -0.726
```

Values from the calculation:
net charge	0
lowest unoccupied orbital energy	0.8	eV
frontier orbital gap	11.2	eV
SMILES string	CC(C)CC(=O)O

Entry from the Open Molecules 2025 dataset: a single C5H10O2 molecule (the ωB97M-V functional and the def2-TZVPD basis).

```
17
C5H10O2 | the Open Molecules 2025 dataset | the ωB97M-V functional and the def2-TZVPD basis
C -1.402 -0.786 0.245
C -0.306 0.288 0.166
O -0.580 1.159 -0.926
C -0.107 1.080 1.460
C 1.056 -0.402 -0.097
C 1.458 -0.689 -1.523
O 1.755 -0.698 0.848
H -2.374 -0.326 0.464
H -1.492 -1.308 -0.716
H -1.182 -1.519 1.027
H -1.368 1.668 -0.683
H -0.927 1.776 1.667
H 0.000 0.394 2.300
H 2.424 -1.200 -1.500
H 0.702 -1.319 -2.001
H 1.528 0.247 -2.083
H 0.815 1.635 1.352
```

Values from the calculation:
net charge	0
lowest unoccupied orbital energy	0.8	eV
frontier orbital gap	10.4	eV
SMILES string	CC(=O)C(C)(C)O

Entry from the Open Molecules 2025 dataset: 2 unconnected molecules or ions with the total composition C5H10O2 in a non-equilibrium geometry (the ωB97M-V functional and the def2-TZVPD basis).

```
17
C5H10O2 | the Open Molecules 2025 dataset | the ωB97M-V functional and the def2-TZVPD basis
C 0.717 1.476 2.258
C 0.733 -1.519 -1.918
C 0.368 -0.435 -1.240
O -0.194 0.667 -1.816
C 0.498 -0.241 0.251
C 0.543 0.890 0.929
H 1.533 2.126 2.486
H 0.520 0.824 3.208
H -0.197 2.053 2.577
H 0.720 -1.541 -3.019
H 1.335 -2.249 -1.346
H 0.463 1.431 -2.046
H 0.882 -1.183 0.588
H 0.068 1.802 0.426
H -2.987 -1.132 0.262
H -2.424 -1.213 -1.181
O -2.580 -1.758 -0.419
```

Values from the calculation:
net charge	0
lowest unoccupied orbital energy	0.6	eV
frontier orbital gap	9.5	eV
SMILES string	C=C(O)/C=C/C.O

Entry from the Open Molecules 2025 dataset: a molecular structure, C5H10O2 (the ωB97M-V functional and the def2-TZVPD basis).

```
17
C5H10O2 | the Open Molecules 2025 dataset | the ωB97M-V functional and the def2-TZVPD basis
C 1.394 -0.086 0.890
C 1.489 0.206 -1.405
C -0.714 0.541 1.007
C -1.071 -0.185 -0.779
C -2.000 0.272 0.280
O 1.813 0.595 -0.158
O 1.383 -1.445 0.845
H 0.763 -1.717 0.152
H 1.768 0.310 1.825
H 1.737 0.957 -2.140
H 1.630 -0.838 -1.656
H -0.629 0.022 1.955
H -0.409 1.579 1.023
H -0.985 0.394 -1.680
H -0.948 -1.250 -0.918
H -2.601 1.146 0.032
H -2.621 -0.501 0.728
```

Values from the calculation:
net charge	0
lowest unoccupied orbital energy (spin up / spin down)	0.7 / 0.8	eV
frontier orbital gap (spin up / spin down)	7.6 / 7.5	eV

Entry from the Open Molecules 2025 dataset: 3 unconnected molecules or ions with the total composition C5H10O2 (the ωB97M-V functional and the def2-TZVPD basis).

```
17
C5H10O2 | the Open Molecules 2025 dataset | the ωB97M-V functional and the def2-TZVPD basis
O -1.273 -1.897 -1.297
C -1.883 -0.881 -1.077
C -0.880 0.045 1.678
C 0.258 0.233 1.026
C 1.067 1.414 0.544
O 2.027 0.528 -0.059
C 1.316 -0.641 0.401
H 0.489 0.082 -2.741
H -2.822 -0.874 -0.488
H -1.548 0.104 -1.454
H -1.240 -0.956 1.900
H -1.483 0.881 2.023
H 0.984 0.376 -2.267
H 1.515 2.034 1.332
H 0.581 2.064 -0.196
H 0.975 -1.276 -0.427
H 1.917 -1.234 1.102
```

Values from the calculation:
net charge	0
lowest unoccupied orbital energy	0.9	eV
frontier orbital gap	10.4	eV
SMILES string	C=C1COC1.[H][H].C=O

Entry from the Open Molecules 2025 dataset: a single C5H10O2 molecule (the ωB97M-V functional and the def2-TZVPD basis).

```
17
C5H10O2 | the Open Molecules 2025 dataset | the ωB97M-V functional and the def2-TZVPD basis
O -0.705 1.476 1.690
C -0.324 1.622 0.322
C 0.674 0.553 -0.238
C 0.703 -0.621 0.746
C -0.186 -1.684 0.072
O -0.741 -1.088 -1.093
C 0.208 -0.141 -1.532
H -1.511 0.947 1.760
H -1.222 1.636 -0.305
H 0.155 2.603 0.300
H 1.664 0.995 -0.404
H 1.711 -0.968 0.977
H 0.266 -0.262 1.675
H -1.028 -1.997 0.696
H 0.406 -2.570 -0.196
H -0.270 0.495 -2.287
H 1.059 -0.652 -2.023
```

Values from the calculation:
net charge	0
lowest unoccupied orbital energy	0.9	eV
frontier orbital gap	10.6	eV
SMILES string	OC[C@H]1CCOC1

Entry from the Open Molecules 2025 dataset: 2 unconnected molecules or ions with the total composition C5H10O2 (the ωB97M-V functional and the def2-TZVPD basis).

```
17
C5H10O2 | the Open Molecules 2025 dataset | the ωB97M-V functional and the def2-TZVPD basis
C -1.007 1.349 -1.173
C -0.722 1.483 0.293
C -1.252 0.723 1.247
O 1.446 -1.144 1.519
C 1.484 -0.870 0.201
C 0.712 -1.877 -0.602
O 2.068 0.091 -0.243
H -0.076 1.177 -1.726
H -1.462 2.264 -1.571
H -1.694 0.518 -1.372
H -0.007 2.259 0.569
H -1.959 -0.073 1.015
H -0.998 0.855 2.295
H 1.935 -0.422 1.946
H -0.325 -1.534 -0.688
H 1.144 -1.946 -1.600
H 0.713 -2.852 -0.111
```

Values from the calculation:
net charge	0
lowest unoccupied orbital energy	0.9	eV
frontier orbital gap	10.5	eV
SMILES string	CC(=O)O.C=CC

Entry from the Open Molecules 2025 dataset: a single C5H10O2 molecule (the ωB97M-V functional and the def2-TZVPD basis).

```
17
C5H10O2 | the Open Molecules 2025 dataset | the ωB97M-V functional and the def2-TZVPD basis
C -2.201 0.245 0.959
O -0.985 -0.080 0.288
C 0.005 1.245 0.000
C 0.214 -0.547 1.039
C 1.120 0.186 0.065
C 1.441 -0.671 -1.170
O 1.776 0.114 -2.292
H -2.772 0.892 0.286
H -1.977 0.789 1.878
H -2.757 -0.678 1.145
H -0.288 1.548 -1.018
H 0.249 -0.095 2.038
H 0.197 -1.639 1.080
H 2.038 0.605 0.489
H 2.312 -1.311 -0.979
H 0.588 -1.335 -1.393
H 1.041 0.732 -2.416
```

Values from the calculation:
net charge	0
lowest unoccupied orbital energy	0.8	eV
frontier orbital gap	8.3	eV

Entry from the Open Molecules 2025 dataset: a molecular structure, C5H10O2 in a non-equilibrium geometry (the ωB97M-V functional and the def2-TZVPD basis).

```
17
C5H10O2 | the Open Molecules 2025 dataset | the ωB97M-V functional and the def2-TZVPD basis
C 2.098 1.001 -0.465
O 0.690 0.921 -0.505
C 0.235 -0.386 -0.632
C 0.319 -1.298 0.580
O -0.999 -1.721 0.467
C -1.288 -0.606 -0.434
C -2.037 0.497 0.272
H 2.510 0.485 0.417
H 2.553 0.568 -1.370
H 2.358 2.062 -0.405
H 0.601 -0.846 -1.564
H 0.539 -0.440 1.707
H 1.014 -1.654 1.299
H -1.833 -0.972 -1.309
H -2.117 1.367 -0.385
H -3.043 0.159 0.542
H -1.501 0.799 1.176
```

Values from the calculation:
net charge	0
lowest unoccupied orbital energy	1.0	eV
frontier orbital gap	9.8	eV

Entry from the Open Molecules 2025 dataset: a single C5H10O2 molecule (the ωB97M-V functional and the def2-TZVPD basis).

```
17
C5H10O2 | the Open Molecules 2025 dataset | the ωB97M-V functional and the def2-TZVPD basis
C 2.014 0.546 -0.630
C 1.053 -0.539 -0.179
C 0.633 -0.337 1.290
O -0.773 -0.186 1.280
C -1.254 -0.516 -0.004
C -2.335 0.465 -0.402
O -0.169 -0.403 -0.897
H 2.201 0.471 -1.702
H 2.974 0.493 -0.099
H 1.583 1.534 -0.422
H 1.480 -1.539 -0.362
H 1.087 0.591 1.651
H 0.920 -1.153 1.968
H -1.636 -1.554 0.005
H -1.903 1.471 -0.412
H -2.712 0.223 -1.400
H -3.164 0.434 0.314
```

Values from the calculation:
net charge	0
lowest unoccupied orbital energy	1.1	eV
frontier orbital gap	10.9	eV
SMILES string	C[C@@H]1OC[C@H](C)O1

Relative energy (zero: lowest compared OMol25 entry of this formula, charge and spin) (computed, kJ/mol): 508.0; 234.7; 329.3; 261.4; 133.2; 49.4; 92.7; 366.2; 718.8; 449.9; 177.7; 104.0; 571.9; 461.1; 127.6